{"formula": "C5H5FN2O", "method": "wB97M-V/def2-TZVPD", "relative_energy_kcal_mol": 62.5, "gap_ev": 8.8, "multiplicity": 1, "smiles": "Nc1cc(F)[nH]c(=O)c1", "species": ["N", "C", "C", "C", "F", "N", "C", "O", "C", "H", "H", "H", "H", "H"], "coordinates": [[2.445, -1.149, 0.130], [1.121, -0.718, 0.038], [1.195, 0.677, 0.044], [-0.006, 1.279, -0.076], [-0.016, 2.633, -0.115], [-1.142, 0.555, 0.197], [-1.305, -0.847, -0.033], [-2.568, -1.218, 0.163], [-0.024, -1.511, -0.438], [3.123, -0.723, 0.883], [2.685, -2.286, -0.129], [1.972, 1.533, -0.141], [-2.090, 0.968, 0.165], [-0.007, -2.565, -0.550]], "mulliken_charge": [-0.518, 0.606, -0.126, 0.163, -0.263, -0.080, 0.455, -0.687, -0.989, 0.273, 0.270, 0.244, 0.292, 0.360]}